This record from the Open Molecules 2025 dataset describes a 3-piece molecular cluster, C2H3IN2 overall in a non-equilibrium geometry. The level of theory is ωB97M-V/def2-TZVPD.

Element x y z (Å)
C1 -3.01 -0.12 -0.23
I1 4.54 -0.77 -0.24
N1 -2.79 1.03 -0.09
N2 1.21 -0.88 0.31
H1 -0.78 0.12 0.25
H2 -2.38 1.93 -0.08
C2 0.16 -0.43 0.18
H3 3.05 -0.89 -0.09

Output
HOMO-LUMO gap   9.81 eV
ΔE to the lowest compared entry with this formula, charge and spin   103.14 kJ/mol
Maximum force   3.11 eV/Å